# 1
Density functional theory data (the ωB97M-V functional and the def2-TZVPD basis) for a cluster of 2 separate species, C4H12 in total in a non-equilibrium geometry.

The geometry in ORCA input format:
```
! RIJCOSX wB97M-V def2-TZVPD def2/J DEFGRID3
* xyz 0 1
C -1.0542 -0.9424 1.1740
C -0.2519 -1.1701 2.4934
H -1.3336 0.0785 1.0778
H -0.5335 -1.2393 0.2754
H -1.9662 -1.5409 1.3375
H 0.7297 -0.7394 2.3887
H -0.8617 -1.1607 3.4268
H 0.0195 -2.2368 2.4218
C 1.2515 1.4786 -2.1153
C -0.0111 0.7166 -1.5244
H 2.0045 1.5324 -1.4120
H 1.7490 1.0041 -3.0300
H 0.8476 2.5569 -2.3604
H -0.6587 0.5048 -2.3910
H -0.2322 1.3798 -0.6678
H 0.3012 -0.2222 -1.0945
*
```

Computed properties:
SMILES = CC.CC
E = -4341.442 eV
Energy above the lowest of the compared OMol25 structures with the same formula, charge and spin = 25.1 kcal/mol

***

# 2
Density functional theory data (the ωB97M-V functional and the def2-TZVPD basis) for a structure of composition C19H30IrN7O6S4 in a non-equilibrium geometry.

The geometry in ORCA input format:
```
! RIJCOSX wB97M-V def2-TZVPD def2/J DEFGRID3
* xyz 1 2
Ir 0.2893 -0.7790 -0.4249
O 1.8269 -0.7392 3.4358
S 1.0266 -1.2021 2.3500
O 1.7786 -1.7526 1.1994
O 0.1513 -0.1701 1.7203
C -0.0213 -2.5123 2.9581
C 0.1190 -2.7844 4.3095
C -0.5994 -3.8121 4.9076
C -1.4613 -4.5779 4.1478
C -1.6133 -4.3090 2.7932
C -0.9029 -3.2864 2.1858
S -1.2248 -3.0986 0.4358
O 0.0381 -3.2821 -0.2740
O -2.2721 -4.0016 0.0903
O -1.5578 -1.6248 0.2168
H 0.8037 -2.1860 4.8922
H -0.4747 -4.0044 5.9643
H -2.0239 -5.3844 4.5975
H -2.2939 -4.8957 2.1941
C -3.7804 0.1909 -2.8564
N -2.8801 0.4089 -1.7353
C -1.8669 1.2535 -1.7509
S -0.8311 1.2642 -0.3251
N -1.7057 2.0862 -2.7665
C -0.6257 3.0550 -2.9249
H -4.5410 -0.5209 -2.5531
H -3.2382 -0.2148 -3.7149
H -4.2730 1.1254 -3.1298
H -2.8700 -0.2541 -0.9685
H -2.2464 1.8856 -3.5968
H -0.1866 3.2633 -1.9560
H -1.0384 3.9715 -3.3407
H 0.1460 2.6677 -3.5892
C 2.9794 -2.3050 -1.5449
N 3.7420 -1.1156 -1.1816
C 4.9809 -1.0009 -1.9478
C 3.2363 -0.0113 -0.5845
N 1.9625 0.3752 -0.6688
N 4.1181 0.7816 0.0674
C 5.3111 0.2364 0.7116
C 3.7282 2.1077 0.5157
H 3.7004 -3.1141 -1.6595
H 2.4534 -2.1647 -2.4890
H 2.2990 -2.6017 -0.7555
H 4.7489 -1.1042 -3.0118
H 5.6814 -1.7898 -1.6702
H 5.4538 -0.0374 -1.7927
H 1.8000 1.1307 -0.0133
H 5.3174 -0.8458 0.6302
H 5.2819 0.4965 1.7702
H 6.2235 0.6427 0.2726
H 3.2129 2.6493 -0.2779
H 4.6290 2.6648 0.7620
H 3.0950 2.0679 1.4091
C -0.7488 1.0176 -6.8995
C 0.1727 0.6787 -5.7719
C 1.5237 1.0157 -5.7809
C 2.2754 0.6725 -4.6733
N 1.7593 0.0260 -3.6264
C 0.4683 -0.2506 -3.7168
S -0.3159 -1.2546 -2.4670
N -0.3553 0.0449 -4.7193
H -0.2013 1.2760 -7.8031
H -1.3700 1.8743 -6.6280
H -1.4116 0.1784 -7.1020
H 1.9706 1.5166 -6.6279
H 3.3305 0.9174 -4.6196
*
```

Computed properties:
E = -89080.190 eV
Energy above the lowest of the compared OMol25 structures with the same formula, charge and spin = 39.0 kcal/mol
Expectation value of S² = 0.76

***

# 3
Density functional theory data (the ωB97M-V functional and the def2-TZVPD basis) for a structure of composition C36H33IN6O2OsS4 in a non-equilibrium geometry.

The geometry in ORCA input format:
```
! RIJCOSX wB97M-V def2-TZVPD def2/J DEFGRID3
* xyz 2 5
Os 17.0844 -14.3275 -0.0065
S 18.7575 -16.0950 1.8226
C 19.4624 -16.0771 0.2936
N 18.9460 -15.1407 -0.6352
C 19.6001 -15.1897 -1.8359
C 19.5477 -14.3473 -2.9525
C 20.3263 -14.6037 -4.0705
C 21.1936 -15.7059 -4.1186
C 21.2734 -16.5470 -3.0061
C 20.6080 -16.2092 -1.8677
S 20.8664 -16.9485 -0.3402
H 18.7793 -13.5289 -2.9011
H 20.3695 -13.9295 -4.9140
H 21.8246 -15.8252 -5.0090
H 21.9065 -17.3866 -3.0876
S 16.4119 -13.6805 -1.9917
C 15.1049 -12.5618 -1.5818
N 14.4366 -11.9953 -2.6174
N 13.3357 -11.3840 -2.1179
C 12.1932 -12.0964 -1.9549
C 11.2211 -11.5582 -1.1248
C 10.0868 -12.3714 -1.0088
C 9.8392 -13.5101 -1.7750
C 10.8907 -13.9617 -2.6026
C 12.0850 -13.3012 -2.6994
N 14.7939 -12.5000 -0.2779
N 15.5710 -13.2663 0.5148
C 15.2169 -13.2303 1.9413
C 14.4236 -12.1842 2.3913
C 14.2943 -11.9039 3.7355
C 14.9513 -12.6960 4.6933
C 15.6698 -13.7982 4.2718
C 15.8426 -14.0795 2.8965
H 13.4325 -10.5241 -1.5656
H 11.3612 -10.7156 -0.4567
H 9.2110 -12.1256 -0.3859
H 8.9063 -14.0847 -1.7075
H 10.7154 -14.8458 -3.2210
H 12.9261 -13.6703 -3.2378
H 14.0066 -11.4747 1.6640
H 13.6228 -11.1562 4.0842
H 14.8550 -12.4441 5.7667
H 16.1127 -14.4323 5.0834
H 16.5014 -14.9082 2.5945
O 18.1329 -12.6093 0.3059
S 19.6740 -12.3163 0.7352
C 19.4023 -12.5350 2.5237
C 20.5664 -12.2449 3.4773
C 21.9023 -12.4677 3.1746
C 22.8864 -12.3081 4.1523
C 22.5683 -11.8619 5.4063
C 21.2392 -11.6045 5.7227
C 20.2858 -11.8636 4.7964
C 19.7400 -10.5599 0.2108
C 18.7387 -9.5665 0.7345
C 19.1852 -8.7898 1.7877
C 18.4089 -7.7976 2.3563
C 17.2419 -7.4110 1.6745
C 16.7411 -8.2173 0.6442
C 17.4924 -9.2826 0.1614
H 19.2885 -13.6430 2.5935
H 18.4885 -12.0221 2.8686
H 22.1438 -12.7987 2.1507
H 23.9219 -12.4469 3.9142
H 23.4043 -11.8860 6.0458
H 20.9347 -11.2294 6.6766
H 19.2996 -11.7328 5.1395
H 19.6568 -10.6231 -0.8589
H 20.7878 -10.2032 0.3453
H 20.1362 -8.9733 2.2398
H 18.6360 -7.2150 3.2773
H 16.6896 -6.5078 1.9753
H 15.7160 -8.1008 0.2478
H 17.1788 -9.8935 -0.6730
N 14.2210 -16.8943 0.5913
C 15.1452 -16.6937 -0.3927
O 16.3505 -16.3067 -0.0388
C 14.8793 -17.1689 -1.7456
I 13.2159 -18.5040 -2.0158
H 14.4432 -16.8584 1.5431
H 13.5078 -17.5360 0.3271
H 15.7987 -17.6233 -2.0486
H 14.7481 -16.3531 -2.4701
*
```

Computed properties:
E = -104793.391 eV
Energy above the lowest of the compared OMol25 structures with the same formula, charge and spin = 32.3 kcal/mol
Expectation value of S² = 6.11

***

# 4
Density functional theory data (the ωB97M-V functional and the def2-TZVPD basis) for the molecule C19H21N3O5 in a non-equilibrium geometry.

The geometry in ORCA input format:
```
! RIJCOSX wB97M-V def2-TZVPD def2/J DEFGRID3
* xyz 0 1
C -3.0327 -3.7504 -2.8226
O -3.8691 -2.6213 -2.7494
C -3.2969 -1.3894 -2.7035
C -1.9319 -1.1367 -2.7902
C -1.4575 0.1619 -2.7333
C -2.3301 1.2291 -2.5638
N -1.8770 2.5559 -2.4896
C -0.7484 3.0632 -1.9230
O -0.4174 4.2163 -2.1259
C 0.0281 2.1724 -1.0179
C 1.4280 2.2779 -1.0087
C 2.1893 1.5178 -0.1647
C 1.6066 0.6092 0.7492
N 2.3588 -0.1228 1.5776
C 3.7943 -0.1395 1.6436
C 4.2121 -0.9650 2.8663
C 3.6384 -0.4243 4.1961
C 2.6768 -1.5243 4.6569
C 3.2453 -2.7528 3.9483
O 3.7112 -2.2814 2.6998
C 0.1847 0.5352 0.7550
N -0.5350 -0.3187 1.6211
O -1.7479 -0.3603 1.5239
O 0.0805 -0.9980 2.4434
C -0.5732 1.3196 -0.1201
C -3.6997 0.9770 -2.5061
C -4.1762 -0.3123 -2.5756
H -3.6989 -4.6114 -2.8072
H -2.3543 -3.8028 -1.9653
H -2.4507 -3.7614 -3.7502
H -1.2239 -1.9407 -2.9127
H -0.3973 0.3428 -2.8235
H -2.4539 3.2498 -2.9497
H 1.8933 2.9739 -1.6901
H 3.2629 1.6052 -0.1923
H 1.8831 -0.8410 2.1191
H 4.1908 0.8764 1.7417
H 4.2227 -0.6025 0.7453
H 5.3120 -0.9937 2.9017
H 4.4404 -0.2839 4.9200
H 3.1326 0.5280 4.0525
H 1.6630 -1.3304 4.3073
H 2.6600 -1.6434 5.7372
H 4.0794 -3.1830 4.5219
H 2.5055 -3.5284 3.7515
H -1.6475 1.2372 -0.0568
H -4.3889 1.8013 -2.3975
H -5.2333 -0.5171 -2.5244
*
```

Computed properties:
SMILES = COc1ccc(NC(=O)c2ccc(NC[C@H]3CCCO3)c([N+](=O)[O-])c2)cc1
E = -34749.126 eV
Energy above the lowest of the compared OMol25 structures with the same formula, charge and spin = 130.0 kcal/mol

***

# 5
Density functional theory data (the ωB97M-V functional and the def2-TZVPD basis) for a cluster of 2 separate species, C4H10NO in total in a non-equilibrium geometry.

The geometry in ORCA input format:
```
! RIJCOSX wB97M-V def2-TZVPD def2/J DEFGRID3
* xyz -1 1
C 1.7016 -0.2016 -1.2841
N 2.7092 0.0857 -0.5711
C -2.5479 0.0178 -0.0033
O -3.8377 0.1347 -0.2776
C 1.8135 0.4621 0.6703
C 0.7068 -0.4739 1.1816
H 1.0536 0.5778 -1.7316
H 1.4128 -1.2290 -1.5667
H -2.2550 -0.8253 0.6912
H -2.0947 0.9181 0.5076
H -1.8838 -0.1678 -0.9068
H 1.3846 1.4637 0.5321
H 2.5403 0.5297 1.4776
H 0.3989 -0.1498 2.1769
H -0.1555 -0.4661 0.5155
H 1.0817 -1.4979 1.2274
*
```

Computed properties:
E = -7843.299 eV
Energy above the lowest of the compared OMol25 structures with the same formula, charge and spin = 97.7 kcal/mol

***

# 6
Density functional theory data (the ωB97M-V functional and the def2-TZVPD basis) for a cluster of 9 separate species, C15H45N2O8 in total.

The geometry in ORCA input format:
```
! RIJCOSX wB97M-V def2-TZVPD def2/J DEFGRID3
* xyz 1 1
C -2.3123 3.1096 -0.3792
C -2.1599 1.6004 -0.1108
C -0.9228 1.2165 0.6827
C -0.9459 -0.2075 1.2102
N 0.3123 1.4301 -0.1322
C 0.3908 1.8201 -1.4572
C 1.6990 1.8656 -1.7582
N 2.4131 1.5102 -0.6437
C 1.5403 1.2405 0.3249
H -2.1900 3.3263 -1.4398
H -1.5417 3.6749 0.1546
H -3.2894 3.4654 -0.0620
H -2.9972 1.2493 0.4957
H -2.1918 1.0375 -1.0470
H -0.8473 1.9139 1.5238
H -1.2580 -0.9197 0.4467
H 0.0238 -0.5306 1.5886
H -1.6435 -0.2570 2.0491
H -0.4674 2.0333 -2.0681
H 2.1511 2.1518 -2.6904
H 3.4371 1.4561 -0.6036
H 1.7963 0.9293 1.3260
C 3.8266 4.9822 0.8462
O 2.6351 4.6600 0.1225
H 3.6190 5.9158 1.3617
H 4.0668 4.2149 1.5873
H 4.6792 5.1249 0.1797
H 2.7675 3.8359 -0.3501
C -0.3333 -3.7410 0.5341
O 0.7123 -2.7680 0.6438
H -1.2354 -3.3400 0.9864
H -0.5364 -3.9770 -0.5112
H -0.0586 -4.6562 1.0562
H 1.4897 -3.1747 0.2453
C 0.8119 6.0668 2.6915
O 1.2792 6.9190 1.6595
H 0.9465 6.5997 3.6296
H -0.2502 5.8295 2.5783
H 1.3807 5.1314 2.7358
H 1.1782 6.4537 0.8225
C -3.5455 4.0989 -4.7752
O -3.4942 3.9258 -3.3598
H -2.8155 3.4162 -5.2031
H -4.5298 3.8515 -5.1771
H -3.2853 5.1181 -5.0678
H -4.1372 4.5222 -2.9658
C -2.6261 -5.0784 3.8158
O -2.9091 -4.5486 2.5176
H -1.8963 -5.8712 3.6761
H -2.2001 -4.3158 4.4698
H -3.5197 -5.4964 4.2818
H -3.5552 -3.8436 2.6168
C 1.6946 -6.7414 0.7191
O 2.0812 -5.8100 -0.2888
H 1.9305 -6.2829 1.6770
H 0.6227 -6.9531 0.6832
H 2.2496 -7.6782 0.6367
H 1.8785 -6.1991 -1.1440
C 4.8717 1.1863 -2.8767
O 5.0110 1.2991 -1.4555
H 3.8147 1.0108 -3.0369
H 5.1679 2.1028 -3.3887
H 5.4082 0.3422 -3.3090
H 5.9340 1.4403 -1.2254
C -3.4977 -7.0526 -0.2014
O -2.5688 -6.0320 0.1240
H -3.1626 -7.5150 -1.1276
H -3.5447 -7.8267 0.5704
H -4.5044 -6.6559 -0.3620
H -2.8485 -5.6063 0.9475
*
```

Computed properties:
E = -35636.470 eV
Energy above the lowest of the compared OMol25 structures with the same formula, charge and spin = 0.0 kcal/mol